Density functional theory data (wB97M-V/def2-TZVPD) for a cluster of 4 separate species, C18H33BrN2O10 in total.

```
64
Properties=species:S:1:pos:R:3:forces:R:3:lowdin_charge:R:1
H 4.953194 -0.375403 0.306974 0.0 0.0 0.0 0.062
N 4.003113 -0.092386 0.073243 0.1 -0.2 0.3 0.109
C 3.980940 0.589999 -0.983391 0.1 0.1 -0.2 -0.231
C 2.707469 1.132950 -1.562227 -0.1 0.1 -0.1 -0.135
C 1.506198 1.077747 -0.635445 -0.1 0.1 -0.1 -0.379
N 1.154069 2.410197 -0.080236 -0.7 -0.5 -0.4 0.109
C -0.222878 2.336892 0.302785 0.3 0.2 0.1 -0.435
O -0.803726 3.241698 0.834635 -0.2 0.0 -0.1 0.103
C -0.770654 0.984323 -0.110122 0.2 -0.3 0.2 -0.122
C 0.182280 0.620216 -1.243115 -0.2 0.1 0.3 -0.682
Br 0.103415 -1.248166 -1.702425 0.1 -0.1 -0.1 0.772
H 4.886627 0.825158 -1.551619 0.0 0.0 0.0 0.116
H 2.901175 2.167576 -1.861992 0.0 0.0 -0.1 0.118
H 2.503105 0.582883 -2.487624 0.0 0.0 0.0 0.114
H 1.714038 0.420687 0.211971 0.2 0.0 -0.1 0.127
H 1.193544 3.122248 -0.808001 0.4 0.2 0.3 0.137
H -1.831775 0.964991 -0.341094 0.0 0.2 0.0 0.118
H -0.579810 0.299101 0.725381 -0.1 -0.1 -0.1 0.133
H -0.055503 1.194915 -2.140356 0.0 -0.1 -0.1 0.109
C 0.381435 5.245359 3.034357 0.1 0.1 0.1 -0.066
C -1.109721 5.489004 3.071819 0.1 -0.1 -0.1 -0.204
O -1.537607 5.889119 4.393679 0.0 0.0 0.0 0.037
C -1.291027 7.151727 4.719374 -0.2 0.1 -0.1 -0.616
O -0.807229 7.997429 4.009498 0.1 -0.1 0.0 0.117
O -1.706235 7.348855 5.975148 0.1 0.0 0.0 0.000
C -1.495851 8.675447 6.465188 0.0 0.0 0.0 -0.043
H 0.660586 4.514318 3.794836 0.0 0.0 0.0 0.085
H 0.669932 4.857629 2.059741 0.0 0.0 0.0 0.058
H 0.929790 6.167373 3.225630 0.0 0.0 0.0 0.075
H -1.661184 4.575453 2.870078 0.0 0.0 0.0 0.108
H -1.414624 6.246514 2.350930 0.0 0.0 0.0 0.125
H -1.941900 9.408557 5.796266 0.0 0.0 0.0 0.094
H -0.430847 8.880286 6.564109 0.0 0.0 0.0 0.097
H -1.976738 8.705204 7.438149 0.0 0.0 0.0 0.092
C -5.070783 -4.656657 -1.568998 0.0 0.1 0.0 -0.064
C -3.730748 -4.041358 -1.235037 0.1 -0.1 0.0 -0.206
O -3.769009 -2.602252 -1.299463 0.0 0.1 0.0 0.023
C -4.318429 -1.996485 -0.250684 0.0 0.0 0.0 -0.613
O -4.768603 -2.531888 0.729673 0.0 0.0 0.0 0.124
O -4.277480 -0.677096 -0.460750 0.0 0.0 0.0 -0.012
C -4.859825 0.105710 0.588682 0.0 0.0 0.0 -0.038
H -5.414266 -4.313123 -2.545197 0.0 0.0 0.0 0.082
H -4.977418 -5.742712 -1.597745 0.0 0.0 0.0 0.081
H -5.816427 -4.394565 -0.820350 0.0 0.0 0.0 0.076
H -2.977035 -4.316830 -1.969934 0.0 0.0 0.0 0.123
H -3.384287 -4.343053 -0.247166 0.0 0.0 0.0 0.124
H -4.411641 -0.144458 1.547978 0.0 0.0 0.0 0.097
H -5.933992 -0.063986 0.637007 0.0 0.0 0.0 0.098
H -4.653429 1.139817 0.329500 0.0 0.0 0.0 0.092
C 4.383194 -7.608987 -3.758576 0.0 0.0 0.1 -0.065
C 3.039944 -6.948423 -3.972120 0.0 -0.1 -0.1 -0.210
O 2.662250 -6.126727 -2.851355 0.1 0.0 0.1 0.034
C 3.255121 -4.934327 -2.793287 -0.1 0.1 -0.1 -0.612
O 4.022663 -4.483384 -3.606214 0.0 0.0 0.1 0.119
O 2.830250 -4.309423 -1.697146 0.0 0.0 0.0 0.002
C 3.389627 -3.005213 -1.502062 0.0 0.0 0.0 -0.076
H 4.382334 -8.180915 -2.830254 0.0 0.0 0.0 0.082
H 4.592233 -8.289976 -4.584210 0.0 0.0 0.0 0.080
H 5.178121 -6.866403 -3.714523 0.0 0.0 0.0 0.075
H 2.244513 -7.688169 -4.037309 0.0 0.0 0.0 0.122
H 3.031157 -6.342097 -4.877246 0.0 0.0 0.0 0.122
H 3.231342 -2.389299 -2.385476 0.0 0.0 0.0 0.081
H 4.456094 -3.078845 -1.291721 0.0 0.0 0.0 0.097
H 2.870932 -2.576772 -0.652161 0.0 0.0 0.0 0.065
```
Positions in Å, forces in eV/Å.

Properties
frontier orbital gap = 0.38820 Eh
E_tot = -112699.6122 eV
E_LUMO = 0.522 eV
net charge = 0
largest force on an atom = 0.87 eV/Å

---

Density functional theory data (wB97M-V/def2-TZVPD) for a structure of composition C12H12BrN3O3PdS.

```
33
Properties=species:S:1:pos:R:3:forces:R:3:lowdin_charge:R:1
Pd -0.805125 -0.094650 -1.050885 -0.1 -0.1 0.0 0.382
O 2.416668 -0.959401 -0.578530 0.0 0.0 0.0 -0.249
N 1.743478 -1.461248 -1.591994 0.0 0.0 -0.2 -0.275
C 1.981763 -2.728153 -1.955813 0.0 0.1 0.0 -0.103
C 1.386359 -3.351407 -3.031664 0.1 -0.1 0.0 -0.153
C 0.486182 -2.589249 -3.796955 -0.1 0.1 -0.1 -0.165
C 0.221924 -1.296718 -3.448961 0.0 -0.1 0.0 -0.173
C 0.782107 -0.663043 -2.275474 0.2 0.2 0.2 -0.812
S 0.835425 1.101564 -2.131890 0.0 -0.1 -0.1 0.427
H 2.706222 -3.205319 -1.309731 0.0 0.0 0.0 0.108
H 1.625272 -4.382266 -3.254844 0.0 0.0 0.0 0.060
H 0.000255 -3.016975 -4.668634 0.0 0.0 0.0 0.077
H -0.447618 -0.684357 -4.035503 0.0 0.0 0.0 0.069
N 2.123571 1.555579 1.155731 0.0 0.2 0.0 -0.119
N 1.349114 0.495319 1.758672 -0.2 -0.2 0.0 -0.119
H 2.002268 1.479221 0.142631 0.0 0.0 0.0 -0.049
H 3.087579 1.302051 1.331988 0.0 0.0 0.0 0.025
H 1.393284 -0.296340 1.108593 0.1 0.0 0.0 0.006
H 0.383077 0.801699 1.695458 0.0 0.1 0.1 0.023
Br -7.903648 -3.097417 3.593296 0.0 0.0 0.0 0.638
C -6.423121 -2.379065 2.616338 0.0 0.0 0.0 -0.703
C -5.485808 -3.245198 2.082083 0.0 0.0 0.0 -0.141
C -4.414517 -2.713120 1.375861 0.0 0.0 0.0 -0.020
C -4.285010 -1.340667 1.201203 0.0 0.0 0.0 -0.122
C -5.243808 -0.497718 1.750166 0.0 0.0 0.0 -0.024
C -6.319865 -1.007276 2.464061 0.0 0.0 0.0 -0.143
C -3.106299 -0.762686 0.412612 0.2 0.1 -0.1 -0.678
O -2.264142 -1.601579 -0.001776 -0.2 0.3 0.0 -0.104
O -3.083238 0.474157 0.249976 -0.1 -0.4 0.1 -0.067
H -5.590382 -4.313799 2.215809 0.0 0.0 0.0 0.089
H -3.651138 -3.348499 0.945745 0.0 0.0 0.0 0.114
H -5.117224 0.566242 1.595085 0.0 0.0 0.0 0.112
H -7.065189 -0.352318 2.895870 0.0 0.0 0.0 0.088
```
Positions in Å, forces in eV/Å.

Properties
frontier orbital gap = 0.12077 Eh
E_tot = -107608.0015 eV
energy relative to the best compared isomer or geometry (same formula, charge and spin) = 0.0 kcal/mol
E_LUMO = 3.695 eV
net charge = -2
largest force on an atom = 0.39 eV/Å

---

Density functional theory data (wB97M-V/def2-TZVPD) for a structure of composition C17H17NO4Rb.

```
40
Properties=species:S:1:pos:R:3:forces:R:3:lowdin_charge:R:1
Rb 0.277404 0.188538 0.203540 0.1 0.3 0.0 1.007
C 4.235372 0.228070 4.427264 0.0 0.0 0.0 -0.063
C 2.920694 -0.093469 3.710254 0.0 0.0 0.1 -0.380
C 1.859849 -0.507498 4.722208 -0.1 0.0 0.0 -0.073
C 2.508177 1.068303 2.826230 0.1 -0.1 0.0 -0.228
C 1.391253 1.856717 3.071746 0.0 0.1 0.0 -0.045
C 1.050358 2.904692 2.222058 -0.1 -0.1 -0.1 -0.062
C 1.799668 3.181738 1.085621 0.0 0.0 0.0 -0.320
C 1.358383 4.227807 0.100061 0.0 0.1 0.0 -0.043
C 2.934068 2.406189 0.848380 -0.1 -0.1 0.0 -0.067
C 3.278641 1.370424 1.701583 -0.1 0.0 -0.1 -0.055
H 4.568626 -0.623576 5.021486 0.0 0.0 0.0 0.079
H 4.099157 1.077714 5.100008 0.0 0.0 0.0 0.087
H 5.028067 0.485802 3.724710 0.0 0.0 0.0 0.071
H 3.091834 -0.946002 3.043220 0.0 0.0 0.0 0.145
H 1.651390 0.291801 5.436562 0.0 0.0 0.0 0.082
H 2.208579 -1.367703 5.293443 0.0 0.0 0.0 0.082
H 0.924135 -0.787670 4.236887 0.0 0.0 0.0 0.090
H 0.754901 1.645666 3.920585 0.0 0.0 0.0 0.111
H 0.153399 3.479691 2.421731 0.0 0.0 0.0 0.120
H 2.207751 4.670291 -0.419889 0.0 0.0 0.0 0.080
H 0.802882 5.027167 0.589105 0.0 0.0 0.0 0.081
H 0.700900 3.795632 -0.658964 0.0 0.0 0.0 0.084
H 3.523363 2.587940 -0.043495 0.1 0.0 0.0 0.116
H 4.141621 0.757031 1.467245 0.0 0.0 0.0 0.121
O -6.714056 -3.178225 0.457273 0.0 -0.1 0.0 -0.049
C -6.572672 -1.945265 0.436296 0.1 0.0 -0.1 -0.704
O -7.424788 -1.035870 0.496966 -0.1 0.1 0.0 -0.073
C -5.103600 -1.445489 0.304021 -0.1 0.0 0.0 -0.102
C -4.835418 -0.080732 0.272112 -0.1 -0.1 0.0 -0.028
C -3.525804 0.338771 0.169313 0.0 0.1 0.0 -0.179
N -2.479688 -0.489935 0.101097 0.0 0.0 0.0 -0.027
C -2.728439 -1.808637 0.125686 0.0 -0.1 0.0 -0.196
C -4.022761 -2.312431 0.222873 0.1 0.0 0.0 0.050
C -1.511500 -2.767142 0.072385 -0.2 0.1 0.1 -0.687
O -1.738066 -3.975737 0.071726 -0.1 0.0 0.0 -0.002
O -0.383202 -2.189698 0.051372 0.3 -0.4 0.0 -0.332
H -5.672014 0.602676 0.333927 0.0 0.0 0.0 0.103
H -3.294431 1.403839 0.143259 0.0 0.0 0.0 0.086
H -4.176234 -3.381619 0.243812 0.0 0.0 0.0 0.119
```
Positions in Å, forces in eV/Å.

Properties
frontier orbital gap = 0.21239 Eh
E_tot = -28243.6470 eV
E_LUMO = 1.334 eV
net charge = -1
largest force on an atom = 0.46 eV/Å

---

Density functional theory data (wB97M-V/def2-TZVPD) for the ion C6H13N4 with charge +1 at a distorted geometry.

```
23
Properties=species:S:1:pos:R:3:forces:R:3:lowdin_charge:R:1
C -2.524509 1.376813 0.266662 -1.7 0.9 0.3 -0.099
C -2.051336 -0.002085 0.573079 -0.5 -0.6 -0.6 -0.098
C -1.117524 -0.628686 -0.153251 -0.5 0.4 -1.1 -0.393
N -0.362511 -0.160502 -1.293643 -1.6 0.5 -2.4 0.070
N -0.708151 -1.960083 0.058794 2.3 1.0 0.2 0.111
C 0.579587 -2.328061 0.084135 -1.7 -1.7 -0.2 -0.074
N 1.560335 -1.553628 0.429855 1.3 -0.8 -1.5 0.088
C 1.524096 -0.187889 0.697661 1.6 2.2 -1.0 -0.135
C 2.348382 0.690983 0.050478 -0.6 0.7 1.2 -0.125
N 2.444215 2.090393 0.274313 1.8 -1.7 -3.8 0.076
H -1.662849 1.979396 -0.023927 -0.1 0.6 0.7 0.056
H -3.223123 1.796840 1.127605 2.0 -0.6 -1.8 0.129
H -3.148185 1.458494 -0.658486 0.2 -0.5 0.6 0.094
H -2.659080 -0.545444 1.306549 0.8 0.0 0.0 0.123
H -0.713386 -0.586258 -2.293204 0.8 1.2 3.4 0.184
H -0.446801 0.877173 -1.372372 0.1 -1.2 -0.1 0.092
H -1.317082 -2.679447 0.223100 -2.2 -1.8 0.2 0.125
H 0.697193 -3.428647 -0.179753 0.6 1.6 0.7 0.190
H 2.462052 -1.911863 0.134160 0.1 -0.1 0.4 0.171
H 0.650410 0.175627 1.126663 -1.0 0.3 1.3 0.089
H 3.023584 0.292370 -0.698812 0.3 0.3 0.1 0.122
H 1.871385 2.571481 0.898423 -1.1 0.5 1.1 0.063
H 2.773305 2.663015 -0.578034 -0.7 -1.4 2.2 0.144
```
Positions in Å, forces in eV/Å.

Properties
frontier orbital gap = 0.30664 Eh
E_tot = -12384.8833 eV
energy relative to the best compared isomer or geometry (same formula, charge and spin) = 46.7 kcal/mol
E_LUMO = -3.414 eV
net charge = +1
largest force on an atom = 4.55 eV/Å

---

Density functional theory data (wB97M-V/def2-TZVPD) for an isolated molecule of C4H3NOS2 at a distorted geometry.

```
11
Properties=species:S:1:pos:R:3:forces:R:3:lowdin_charge:R:1
S 3.243929 -0.827025 -0.041018 -2.8 0.8 0.0 0.650
C 1.681283 -0.184004 0.030961 -0.2 1.0 0.8 -0.713
C 0.336020 -0.879217 0.120143 1.7 2.4 -0.7 -0.083
C -0.813778 -0.128192 0.147068 0.7 -0.2 -1.5 -0.556
S -2.459817 -0.726432 -0.009019 -0.5 2.3 0.1 0.858
C -0.705991 1.353677 -0.081816 1.9 -1.5 1.2 -0.148
N 0.411419 1.973075 -0.012532 0.7 -0.5 -0.3 0.075
O 1.594159 1.253306 0.146881 -0.2 -1.7 -0.2 -0.127
H 0.495092 -1.918763 -0.077499 -0.8 -0.6 0.4 0.096
H -2.333689 -1.998543 0.053481 0.7 -1.8 0.2 -0.159
H -1.448623 2.082120 -0.276651 -1.4 -0.1 0.0 0.106
```
Positions in Å, forces in eV/Å.

Properties
frontier orbital gap = 0.29095 Eh
E_tot = -29401.3387 eV
energy relative to the best compared isomer or geometry (same formula, charge and spin) = 69.0 kcal/mol
E_LUMO = -1.064 eV
net charge = 0
largest force on an atom = 3.01 eV/Å